*i*
DFT (ωB97M-V/def2-TZVPD) results for a 2-piece molecular cluster, C7H12N2O overall.

CARTESIAN COORDINATES (ANGSTROEM)
O  0.24  1.84  -1.00
N  1.13  2.03  0.92
N  1.39  1.87  -0.25
C  -0.20  2.15  1.13
C  -0.72  -1.32  -0.35
C  0.42  -2.04  0.42
C  -0.74  2.07  -0.18
C  1.67  -1.39  0.76
C  -2.11  2.23  -0.74
C  1.65  -2.60  -0.23
H  1.94  -2.45  -1.28
H  -1.27  -2.13  -0.98
H  1.95  -0.58  0.09
H  -2.01  3.14  -1.14
H  1.85  -3.52  0.29
H  -0.32  -0.45  -1.01
H  -1.32  -0.70  0.28
H  -0.72  2.26  2.14
H  0.12  -2.66  1.23
H  -2.18  1.70  -1.68
H  2.13  -1.38  1.65
H  -2.90  1.93  -0.07

Properties
Charge: 0
Orbital gap, Eh: 0.38603
Highest occupied orbital energy, Ha: -0.3567

*ii*
DFT (ωB97M-V/def2-TZVPD) results for one molecule with the formula C7H12N2O.

CARTESIAN COORDINATES (ANGSTROEM)
O  3.20  -0.51  1.42
N  0.25  2.20  -0.10
N  3.06  0.70  -0.45
C  -3.94  -0.18  -0.39
C  2.30  0.06  0.31
C  0.60  -1.67  -0.17
C  -1.36  0.50  -0.60
C  -2.54  0.24  -0.54
C  0.08  0.82  -0.54
C  0.83  -0.23  0.31
H  -0.08  2.31  0.86
H  0.49  0.76  -1.56
H  0.47  -0.13  1.35
H  1.23  2.46  -0.13
H  -4.49  -0.04  -1.33
H  2.62  -0.85  2.11
H  0.89  -1.77  -1.23
H  1.19  -2.39  0.40
H  4.08  0.46  0.07
H  -4.44  0.41  0.39
H  -0.46  -1.92  -0.07
H  -3.99  -1.24  -0.10

Properties
Charge: 0
Orbital gap, Eh: 0.37054
Highest occupied orbital energy, Ha: -0.3466

Question: which arrangement is favored energetically? Ranking from most to least stable: *ii*, *i*.

*i*
DFT (ωB97M-V/def2-TZVPD) results for a 2-piece molecular cluster, C3H2NO2S overall.

CARTESIAN COORDINATES (ANGSTROEM)
S  0.67  2.22  0.59
O  0.65  -1.80  -2.01
O  -2.08  2.29  0.50
N  1.10  -1.26  0.37
C  0.39  -1.53  -0.86
C  -0.44  -1.29  0.17
C  -0.91  2.23  0.52
H  -0.99  -0.47  0.41
H  1.63  -0.38  0.31

Properties
Charge: -1
Orbital gap, Eh: 0.17640
Highest occupied orbital energy, Ha: -0.0677

*ii*
DFT (ωB97M-V/def2-TZVPD) results for a 2-piece molecular cluster, C3H2NO2S overall.

CARTESIAN COORDINATES (ANGSTROEM)
S  -1.59  -1.23  -0.72
O  -1.16  -2.55  -0.21
O  -2.87  -0.78  -0.13
N  1.43  2.20  -1.90
C  0.74  0.47  -0.23
C  0.74  0.25  1.08
C  1.17  1.29  -1.18
H  0.01  -0.34  1.50
H  1.54  0.68  1.79

Properties
Charge: -1
Orbital gap (spin up / spin down), Eh: 0.22887 / 0.22890
Highest occupied orbital energy (spin up / spin down), Ha: -0.1138 / -0.1138

*iii*
DFT (ωB97M-V/def2-TZVPD) results for C3H2NO2S as an isolated structure.

CARTESIAN COORDINATES (ANGSTROEM)
S  -1.38  1.15  0.15
O  1.90  -1.23  -0.21
O  1.55  1.69  -0.06
N  -0.28  -1.22  0.50
C  0.82  0.79  -0.45
C  -1.39  -0.47  0.57
C  0.82  -0.66  0.05
H  -2.42  -0.68  0.89
H  0.38  0.62  -1.43

Properties
Charge: -1
Orbital gap, Eh: 0.28619
Highest occupied orbital energy, Ha: -0.1546

Question: which arrangement is favored energetically? Ranking from most to least stable: *iii*, *ii*, *i*.

*i*
DFT (ωB97M-V/def2-TZVPD) results for a 2-piece molecular cluster, C5H17N2O overall.

CARTESIAN COORDINATES (ANGSTROEM)
O  -4.25  1.08  -1.45
N  -1.17  0.53  0.21
N  1.12  -0.41  -0.37
C  1.26  0.91  0.14
C  -0.12  1.59  0.30
C  1.95  -0.63  -1.57
C  1.37  -1.44  0.66
C  0.33  -1.48  1.76
H  2.32  -1.28  1.07
H  1.59  0.07  -2.31
H  -0.80  -0.17  -0.47
H  -0.33  2.22  -0.56
H  -0.41  2.19  1.17
H  -2.05  0.80  -0.22
H  3.02  -0.48  -1.44
H  -0.61  -1.95  1.50
H  -1.24  0.00  1.07
H  0.17  -0.48  2.19
H  -4.91  0.41  -1.24
H  1.73  -1.61  -1.94
H  -4.84  1.85  -1.53
H  1.38  -2.35  0.07
H  1.98  1.08  0.96
H  1.76  1.56  -0.59
H  0.75  -2.02  2.60

Properties
Charge: +1
Orbital gap, Eh: 0.38332
Highest occupied orbital energy, Ha: -0.4842

*ii*
DFT (ωB97M-V/def2-TZVPD) results for a 2-piece molecular cluster, C5H17N2O overall.

CARTESIAN COORDINATES (ANGSTROEM)
O  0.30  3.04  3.37
N  0.64  0.51  -2.01
N  0.16  -1.59  -0.18
C  -0.51  0.58  -1.07
C  -0.99  2.00  -0.76
C  -1.05  -2.42  -0.16
C  1.29  -2.22  0.48
C  -0.06  -0.21  0.17
H  1.03  2.88  3.97
H  -1.33  0.00  -1.50
H  -1.96  2.24  -1.15
H  0.93  -0.49  -2.00
H  1.40  1.08  -1.64
H  2.23  -1.82  0.12
H  1.28  -2.12  1.57
H  -0.82  -0.06  0.95
H  -0.25  2.76  -1.06
H  -1.24  -2.81  0.84
H  0.89  0.22  0.51
H  0.40  0.75  -2.97
H  0.17  3.99  3.33
H  -0.92  -3.28  -0.82
H  -1.00  2.11  0.33
H  1.30  -3.27  0.24
H  -1.89  -1.86  -0.55

Properties
Charge: +1
Orbital gap, Eh: 0.34590
Highest occupied orbital energy, Ha: -0.4631

Question: which arrangement is favored energetically? Ranking from most to least stable: *ii*, *i*.

*i*
DFT (ωB97M-V/def2-TZVPD) results for a 2-piece molecular cluster, C3H8OS overall.

CARTESIAN COORDINATES (ANGSTROEM)
S  0.90  -0.70  -0.02
O  1.88  -0.02  1.21
C  2.39  -1.36  -0.88
C  -0.69  1.75  1.24
C  -0.81  1.83  -0.04
H  -0.80  0.79  1.64
H  2.84  -0.39  -1.30
H  1.34  0.53  1.82
H  -1.08  1.01  -0.64
H  -0.53  2.70  1.84
H  -0.81  2.80  -0.56
H  1.96  -1.86  -1.69
H  3.05  -2.15  -0.40

Properties
Charge: 0
Orbital gap, Eh: 0.32956
Highest occupied orbital energy, Ha: -0.3028

*ii*
DFT (ωB97M-V/def2-TZVPD) results for one molecule with the formula C3H8OS.

CARTESIAN COORDINATES (ANGSTROEM)
S  0.17  -1.96  1.23
O  -0.38  2.09  -2.02
C  0.28  -0.24  0.85
C  0.04  0.29  -0.60
C  -0.38  1.76  -0.65
H  1.48  -2.28  0.86
H  -0.71  1.29  -2.54
H  -0.76  -0.38  -0.88
H  -1.39  2.05  -0.16
H  1.18  0.26  1.23
H  0.92  0.30  -1.25
H  -0.34  0.35  1.66
H  0.39  2.21  -0.10

Properties
Charge: 0
Orbital gap, Eh: 0.37303
Highest occupied orbital energy, Ha: -0.3413

*iii*
DFT (ωB97M-V/def2-TZVPD) results for C3H8OS as an isolated structure.

CARTESIAN COORDINATES (ANGSTROEM)
S  -0.86  0.73  -1.05
O  -0.52  2.17  -0.85
C  0.35  0.32  -2.43
C  0.21  -0.26  0.70
C  -1.02  -0.02  1.67
H  -0.76  0.15  2.76
H  -0.19  0.51  -3.27
H  -1.71  -0.76  1.80
H  0.70  -0.67  -2.17
H  0.96  0.47  0.60
H  1.17  1.16  -2.33
H  -1.43  0.88  1.40
H  0.57  -1.32  1.27

Properties
Charge: 0
Orbital gap, Eh: 0.32823
Highest occupied orbital energy, Ha: -0.3248

Question: which arrangement is favored energetically? Ranking from most to least stable: *ii*, *i*, *iii*.

*i*
DFT (ωB97M-V/def2-TZVPD) results for one molecule with the formula C3H8OS.

CARTESIAN COORDINATES (ANGSTROEM)
S  0.40  1.25  -1.79
O  1.49  0.16  1.79
C  -0.05  -0.72  -0.04
C  0.21  -0.32  1.47
C  -0.92  0.15  -0.92
H  -1.66  0.87  -0.54
H  -0.52  0.46  1.74
H  -0.01  1.45  -3.12
H  0.00  -1.16  2.07
H  -0.32  -1.78  0.07
H  1.68  0.98  1.29
H  -1.28  -0.56  -1.68
H  0.99  -0.78  -0.35

Properties
Charge: 0
Orbital gap, Eh: 0.36627
Highest occupied orbital energy, Ha: -0.3378

*ii*
DFT (ωB97M-V/def2-TZVPD) results for one molecule with the formula C3H8OS.

CARTESIAN COORDINATES (ANGSTROEM)
S  -1.67  0.98  0.59
O  1.25  0.05  -0.11
C  -1.04  -0.72  -0.11
C  2.58  -0.52  -0.17
C  0.25  -0.64  -0.84
H  2.86  -0.18  0.76
H  3.16  -0.16  -1.00
H  -0.57  1.40  1.27
H  0.62  -1.59  -0.93
H  0.14  -0.13  -1.83
H  -1.01  -1.41  0.88
H  2.61  -1.55  -0.17
H  -1.85  -1.11  -0.78

Properties
Charge: 0
Orbital gap, Eh: 0.36356
Highest occupied orbital energy, Ha: -0.3272

Question: which arrangement is favored energetically? Ranking from most to least stable: *i*, *ii*.

*i*
DFT (ωB97M-V/def2-TZVPD) results for one molecule with the formula C3H8OS.

CARTESIAN COORDINATES (ANGSTROEM)
S  -0.64  -1.71  0.16
O  0.42  0.61  -0.59
C  0.30  1.87  -1.26
C  -0.78  0.01  -0.31
C  0.49  -1.80  1.52
H  1.52  -1.63  1.27
H  0.49  -2.91  1.56
H  -0.69  2.28  -1.22
H  0.98  2.50  -0.68
H  -1.25  0.53  0.54
H  -1.57  -0.14  -1.16
H  0.57  1.80  -2.32
H  0.15  -1.43  2.48

Properties
Charge: 0
Orbital gap, Eh: 0.35624
Highest occupied orbital energy, Ha: -0.3197

*ii*
DFT (ωB97M-V/def2-TZVPD) results for one molecule with the formula C3H8OS.

CARTESIAN COORDINATES (ANGSTROEM)
S  0.53  0.07  -1.81
O  -2.25  0.01  -0.61
C  1.29  -0.33  0.77
C  0.08  -0.48  -0.16
C  -1.21  0.34  0.28
H  1.01  1.22  -1.44
H  -0.18  -1.54  -0.09
H  -1.94  0.09  -1.53
H  -1.44  -0.10  1.32
H  -0.90  1.44  0.39
H  2.18  -0.75  0.14
H  1.65  0.77  0.94
H  1.16  -0.73  1.78

Properties
Charge: 0
Orbital gap, Eh: 0.37678
Highest occupied orbital energy, Ha: -0.3467

*iii*
DFT (ωB97M-V/def2-TZVPD) results for a 3-piece molecular cluster, C3H8OS overall.

CARTESIAN COORDINATES (ANGSTROEM)
S  1.42  0.85  -0.47
O  4.09  -1.71  0.04
C  1.15  2.19  0.38
C  -2.99  -1.05  0.16
C  -3.18  0.11  -0.43
H  4.14  -2.67  0.32
H  2.06  2.69  0.72
H  -4.15  0.65  -0.42
H  -2.41  0.64  -1.01
H  3.44  -1.23  0.50
H  -3.79  -1.41  0.86
H  -2.16  -1.59  -0.08
H  0.32  2.77  0.07

Properties
Charge: 0
Orbital gap, Eh: 0.30515
Highest occupied orbital energy, Ha: -0.3340

Question: which arrangement is favored energetically? Ranking from most to least stable: *ii*, *i*, *iii*.